Molecular formula: C16H10O4
Method: DFT, the ωB97M-V functional and the def2-TZVPD basis

```
30
Properties=species:S:1:pos:R:3:forces:R:3
O -1.571796 -2.174686 4.561438 -0.811 -0.515 -0.079
C -0.517207 -2.534204 4.998522 -1.381 0.474 1.338
C 0.712088 -1.865859 4.542639 0.015 0.094 -2.360
O 1.727896 -2.161513 5.061096 2.674 -0.650 1.850
C 0.715555 -1.093850 3.268046 -1.598 1.051 0.249
C 1.561717 -1.559732 2.253994 -1.941 2.851 -1.715
C 1.481622 -0.932258 0.967267 0.165 -0.366 2.320
C 0.566549 0.138473 0.812425 0.108 -0.762 -0.720
C 0.252584 0.634676 -0.542524 -0.073 -0.867 -1.167
C 1.196368 1.287204 -1.253181 0.180 1.187 -3.797
C 0.958932 1.675852 -2.635702 -1.796 -1.746 1.604
C -0.260456 1.259125 -3.294289 -0.613 1.394 2.990
C -0.541397 1.542877 -4.711497 3.300 -2.519 2.523
O 0.521746 1.542028 -5.288590 -0.331 1.128 -3.072
C -1.848257 1.289704 -5.340670 -4.161 4.111 -0.422
O -2.899297 1.836198 -4.882879 3.580 -2.600 -1.389
C -1.237588 0.596338 -2.521619 1.321 -0.071 0.947
C -0.931118 0.269544 -1.221533 -1.029 -0.726 3.823
C -0.217584 0.664700 1.811033 0.783 -2.737 2.912
C -0.189420 -0.024824 3.115266 0.475 1.494 -2.680
H -0.411982 -3.236015 5.869742 0.068 0.112 -0.652
H 2.099735 -2.407729 2.501549 1.467 -1.414 -0.037
H 2.177505 -1.251044 0.187759 -0.602 0.101 -0.022
H 2.177395 1.443345 -0.872805 0.550 0.451 0.454
H 1.733956 2.240673 -3.093674 0.235 0.240 -0.756
H -1.775103 0.989728 -6.411376 -0.279 -0.553 0.575
H -2.180788 0.255509 -2.867100 -0.602 0.033 -0.701
H -1.615282 -0.245321 -0.414053 0.639 0.713 -2.425
H -0.839105 1.469678 1.498997 -0.676 0.523 0.524
H -0.847266 0.351384 3.901717 0.334 -0.432 -0.113
```
Forces are in eV/Å.

Values from the calculation:
Energy above the lowest of the compared OMol25 structures with the same formula, charge and spin in kJ/mol: 86.9
SMILES string: O=CC(=O)c1ccc(-c2ccc(C(=O)C=O)cc2)cc1
Lowest unoccupied orbital energy in eV: -1.3
Multiplicity: 1